Computed, not measured: an isolated molecule of C2H4N2OS at a distorted geometry, with wB97M-V/def2-TZVPD.

## Properties
**SMILES string**: NC(=O)C(N)=S
**Kohn-Sham gap**: 0.323 Ha

```
! wB97M-V def2-TZVPD RIJCOSX def2/J DEFGRID3
* xyz 0 1
N 0.48 1.65 -0.32
C -0.06 0.68 0.40
O -0.62 0.71 1.49
C 0.10 -0.70 -0.31
N -0.36 -1.63 0.47
S 0.48 -0.76 -1.95
H 0.21 2.63 -0.12
H 0.79 1.29 -1.29
H -0.35 -2.67 0.25
H -0.66 -1.20 1.37
*
```

The molecule's Mulliken atomic charges, reported in e, are given here: atom 1 (N): -0.34, atom 2 (C): 0.71, atom 3 (O): -0.66, atom 4 (C): 0.00, atom 5 (N): -0.28, atom 6 (S): -0.44, atom 7 (H): 0.28, atom 8 (H): 0.17, atom 9 (H): 0.25, atom 10 (H): 0.30

Computed, not measured: a structure of composition C2H4AgLiO at a distorted geometry, with wB97M-V/def2-TZVPD.

## Properties
**Kohn-Sham gap (alpha / beta)**: 0.129 / 0.114 Ha

```
! wB97M-V def2-TZVPD RIJCOSX def2/J DEFGRID3
* xyz 0 1
O -0.68 0.28 0.15
Ag -1.42 0.43 2.32
C 0.48 -0.42 0.03
C 1.34 -0.07 -1.02
H 0.42 -1.52 0.21
H 1.20 0.93 -1.45
H 2.30 -0.59 -1.08
H 0.27 -0.28 -2.57
Li -1.42 -0.06 -1.58
*
```

The molecule's Mulliken atomic charges, reported in e, are given here: atom 1 (O): -0.65, atom 2 (Ag): 0.42, atom 3 (C): 0.10, atom 4 (C): -0.86, atom 5 (H): 0.23, atom 6 (H): 0.32, atom 7 (H): 0.24, atom 8 (H): -0.25, atom 9 (Li): 0.44

no.,electronic energy (a.u.)
1,-661.569175
2,-308.144488